[1]
{"formula": "C29H58BNO20", "method": "ωB97M-V with the def2-TZVPD basis set", "symbols": ["C", "C", "H", "C", "C", "H", "H", "O", "H", "H", "H", "H", "C", "C", "C", "C", "O", "H", "C", "H", "H", "H", "O", "H", "H", "H", "H", "O", "H", "N", "H", "O", "H", "C", "H", "O", "C", "O", "O", "H", "O", "H", "H", "H", "C", "C", "O", "O", "H", "H", "C", "C", "H", "H", "H", "H", "H", "C", "C", "H", "H", "H", "B", "H", "C", "C", "H", "O", "H", "H", "H", "H", "C", "H", "H", "H", "C", "O", "H", "C", "H", "H", "H", "H", "O", "H", "C", "H", "H", "H", "O", "C", "H", "O", "C", "H", "O", "C", "H", "H", "O", "O", "C", "H", "H", "H", "C", "O", "C"], "xyz": [[-1.144, -1.934, 8.026], [-5.055, 1.075, 1.961], [-1.984, -4.262, -3.328], [3.940, 2.905, -4.403], [6.213, -2.521, -4.771], [-1.449, -3.140, 3.353], [0.428, -3.541, -1.577], [-0.640, -0.177, -2.941], [9.877, -3.046, -8.368], [1.102, 1.406, -4.255], [-0.803, -4.051, 8.271], [-5.063, 1.965, 1.329], [-1.069, 0.946, -2.169], [1.694, 2.299, -4.438], [-9.645, 5.193, 3.022], [-0.602, -3.118, 8.797], [3.708, 3.935, -4.980], [-13.633, 6.849, 5.364], [-13.866, 6.685, 4.313], [-5.363, 0.697, 4.352], [-7.835, 5.141, 4.171], [5.593, -1.932, -5.451], [8.156, -4.176, -8.106], [5.810, -2.438, -3.765], [9.560, -4.330, -9.554], [6.886, -4.564, -4.555], [-1.162, 1.762, 1.062], [-13.017, 5.671, 3.770], [0.520, -4.159, -3.224], [-6.481, 2.528, 3.594], [7.122, -2.848, -1.226], [8.810, -3.898, -5.962], [7.973, -3.943, -0.131], [2.699, -1.239, -2.009], [1.850, -0.633, -1.710], [-0.212, -2.283, -3.102], [-0.387, -3.138, 3.588], [-5.761, 4.709, 3.002], [4.610, -3.060, -2.061], [-0.045, -4.154, 3.779], [4.756, -2.965, 0.194], [0.478, -3.029, 8.921], [-14.882, 6.314, 4.219], [3.408, -0.613, -2.548], [-1.420, 1.274, 2.009], [4.252, -2.631, -0.991], [-2.766, 1.504, 2.380], [-0.803, -1.452, -1.082], [-2.124, 0.857, -1.913], [-0.971, -1.010, 8.575], [6.257, 4.508, -3.200], [7.950, -4.046, -6.792], [-9.320, 4.416, 2.332], [-13.763, 7.616, 3.760], [0.536, 1.432, 2.804], [-0.926, 1.827, -2.788], [-5.731, 0.343, 1.501], [5.844, -3.904, 0.158], [-11.737, 6.029, 3.654], [1.331, 3.113, -3.811], [7.147, 5.121, -3.344], [-1.257, 0.196, 1.913], [-5.586, 1.372, 3.398], [7.347, -2.395, 0.463], [-8.906, 5.073, 4.336], [6.238, -3.970, -5.197], [-3.553, -0.394, 2.576], [6.642, -4.122, -6.571], [10.150, -4.752, -7.932], [6.271, 4.100, -2.189], [1.617, 2.572, -5.488], [-2.216, -2.026, 7.852], [-0.852, -2.571, 5.793], [5.895, -4.317, 1.164], [5.380, 5.148, -3.293], [-1.066, -3.170, 9.782], [-6.048, 3.636, 3.353], [-1.723, -3.400, 5.859], [5.237, -4.395, -5.146], [-0.578, -1.322, -2.258], [-0.478, 2.865, 3.148], [5.607, -4.718, -0.527], [-1.336, -5.284, -2.033], [-9.133, 4.121, 4.816], [-11.285, 7.112, 3.922], [7.215, -2.091, -4.784], [-1.454, -4.256, -2.375], [0.170, -2.718, 2.755], [6.164, 3.777, -5.237], [2.364, -2.055, -2.643], [-0.113, -2.303, 4.716], [9.525, -4.068, -8.501], [-0.710, 1.371, 4.052], [5.131, 2.487, -3.979], [-0.101, -3.598, -2.528], [7.119, 2.778, -4.144], [3.289, -1.734, -0.801], [-0.463, 1.779, 3.072], [-0.474, 1.048, -1.263], [-9.464, 6.157, 2.547], [-11.057, 4.985, 3.184], [-0.461, -1.759, 6.774], [7.151, -3.233, -0.207], [-9.194, 5.868, 5.023], [-3.398, 0.189, 0.912], [-2.070, -3.721, -1.653], [-3.652, 0.490, 1.935], [3.040, 1.972, -4.084], [6.223, 3.390, -4.220]], "atomic_forces_ev_per_a": [[-0.1, 0.0, 0.3], [0.3, -0.3, 0.2], [0.1, -0.1, 0.0], [0.1, 0.0, 0.0], [0.2, 0.2, -0.2], [0.0, 0.0, 0.1], [-0.1, 0.1, 0.0], [0.0, 0.0, 0.0], [0.0, 0.0, 0.1], [0.1, -0.1, 0.0], [-0.1, 0.0, 0.0], [-0.1, 0.0, -0.1], [0.0, 0.3, 0.1], [-0.2, -0.1, 0.0], [0.4, 0.0, -0.1], [0.1, -0.1, -0.1], [0.0, 0.0, 0.0], [0.1, 0.1, 0.0], [-0.2, 0.0, 0.0], [0.0, -0.1, -0.1], [0.0, 0.1, 0.0], [-0.1, 0.0, 0.0], [0.0, 0.0, 0.0], [0.0, 0.0, -0.1], [-0.1, 0.0, 0.0], [0.1, 0.0, -0.1], [-0.3, -0.1, -0.2], [0.0, 0.0, 0.0], [0.0, 0.1, -0.1], [1.2, -0.1, 0.4], [0.0, -0.1, 0.0], [0.0, 0.0, 0.0], [0.0, 0.0, 0.0], [0.0, 0.2, -0.1], [0.0, 0.0, 0.2], [0.0, 0.0, 0.0], [0.0, 0.0, -0.2], [0.3, -0.1, 0.6], [-0.1, -0.1, 0.1], [-0.1, 0.0, 0.0], [-0.1, 0.0, 0.0], [0.0, 0.1, 0.1], [0.0, -0.1, 0.0], [0.0, -0.1, 0.0], [0.4, -0.3, 0.6], [0.1, 0.1, 0.0], [0.0, 0.2, -0.1], [0.0, 0.1, 0.0], [0.0, -0.1, 0.1], [0.1, 0.0, -0.1], [-0.2, 0.0, 0.1], [-0.1, 0.0, 0.0], [-0.1, -0.1, 0.0], [0.1, 0.0, 0.0], [0.1, 0.2, 0.1], [0.0, -0.1, -0.1], [-0.1, 0.0, 0.0], [0.3, -0.2, 0.1], [0.0, 0.0, 0.0], [0.0, 0.1, -0.1], [0.0, 0.0, 0.0], [0.0, 0.0, -0.2], [-0.6, 0.2, 0.0], [0.0, -0.1, 0.1], [-0.3, 0.0, 0.3], [-0.2, 0.0, 0.4], [-0.1, 0.0, 0.0], [0.0, 0.0, 0.0], [0.0, 0.0, 0.1], [0.1, 0.0, 0.0], [0.1, 0.1, 0.0], [0.0, -0.1, -0.1], [0.0, 0.0, 0.0], [-0.1, 0.1, 0.0], [0.0, 0.0, -0.1], [0.0, 0.0, 0.0], [-0.9, 0.1, -1.1], [0.0, 0.0, 0.0], [0.0, 0.0, -0.1], [0.0, -0.1, 0.0], [0.1, 0.0, -0.1], [-0.1, 0.1, -0.1], [0.0, 0.0, 0.0], [0.1, 0.0, -0.1], [0.0, 0.0, 0.0], [0.0, -0.1, 0.0], [-0.1, 0.2, 0.0], [0.0, 0.1, 0.1], [-0.1, 0.0, 0.0], [0.1, 0.0, 0.0], [0.0, 0.0, 0.0], [0.1, 0.0, -0.1], [0.0, -0.1, 0.0], [-0.1, 0.0, 0.0], [0.0, -0.4, 0.1], [-0.1, -0.1, 0.0], [-0.1, 0.0, 0.0], [-0.2, 0.0, 0.0], [0.0, -0.1, 0.0], [-0.1, 0.1, 0.1], [-0.1, 0.0, 0.0], [0.0, 0.0, -0.1], [-0.1, 0.2, -0.1], [0.0, 0.1, -0.1], [0.1, 0.0, 0.0], [0.1, 0.0, 0.0], [0.1, 0.2, -0.3], [0.0, -0.1, 0.0], [0.3, 0.2, 0.0]], "mulliken_charge": [-0.194, -0.878, 0.322, 0.659, -0.680, 0.280, 0.284, -0.322, 0.289, 0.052, 0.309, 0.285, -0.732, -0.574, -0.164, -1.101, -0.574, 0.290, -0.635, -0.072, 0.097, 0.345, -0.346, 0.003, 0.222, 0.331, 0.036, -0.342, 0.410, -0.397, 0.215, -0.557, 0.368, -0.245, -0.143, -0.344, -0.661, -0.475, -0.593, 0.371, -0.372, 0.292, 0.221, 0.352, 0.132, 0.741, -0.297, -0.524, 0.336, 0.303, -1.106, 0.750, 0.281, 0.299, 0.382, 0.274, 0.306, -0.163, 0.779, 0.328, 0.365, 0.303, 0.241, 0.302, -0.895, -0.198, 0.234, -0.354, 0.297, 0.287, 0.350, 0.314, 0.751, 0.321, 0.315, 0.357, 0.745, -0.553, 0.249, 0.766, 0.355, 0.276, 0.395, 0.296, -0.553, 0.329, -1.311, 0.203, 0.322, 0.201, -0.318, -0.633, 0.311, -0.307, -0.126, 0.301, -0.311, -1.407, 0.297, 0.317, -0.373, -0.359, -1.022, 0.366, 0.268, 0.293, -0.043, -0.198, -0.218], "energy_ev": -74131.735, "homo_energy_ev": -9.925, "multiplicity": 1, "smiles": "CCOCCBN=C=O.CCOC(=O)OC.CCOC(=O)OC.CCOC(=O)OC.CCOC(=O)OC.CCOC(=O)OC.CCOC(=O)OC"}

[2]
{"formula": "C26H70BIN2O24P5", "method": "ωB97M-V with the def2-TZVPD basis set", "symbols": ["H", "H", "C", "N", "O", "H", "O", "H", "O", "H", "H", "O", "C", "H", "C", "O", "H", "H", "C", "O", "H", "C", "H", "O", "H", "H", "O", "N", "H", "I", "O", "H", "H", "C", "H", "C", "H", "C", "H", "H", "H", "H", "H", "O", "H", "H", "H", "H", "H", "C", "C", "H", "P", "C", "H", "H", "H", "H", "H", "C", "H", "H", "C", "P", "H", "C", "O", "B", "H", "H", "O", "H", "H", "H", "O", "O", "H", "O", "H", "C", "P", "H", "C", "C", "C", "O", "H", "H", "H", "O", "H", "O", "C", "H", "H", "H", "H", "H", "H", "H", "H", "H", "C", "O", "O", "H", "P", "H", "C", "H", "P", "O", "H", "O", "H", "H", "H", "C", "O", "H", "H", "H", "C", "H", "C", "H", "O", "C", "C"], "xyz": [[-4.615, 6.333, 7.141], [-5.378, 7.269, 10.777], [1.133, -9.231, 2.206], [0.157, 2.670, -4.738], [-0.570, 5.186, 4.401], [0.610, 0.238, -5.440], [-1.137, -11.905, 7.444], [2.384, 0.152, -5.267], [-0.609, 3.504, 2.811], [-0.431, 3.553, -6.603], [-2.788, 10.616, 9.200], [3.581, -6.630, 0.177], [6.773, 4.662, -10.527], [-0.728, -6.313, 0.285], [5.526, 1.053, -9.133], [-2.458, 3.480, -4.776], [0.248, 3.659, -4.537], [-3.858, 3.158, -6.815], [-1.434, 2.662, 1.996], [2.445, -6.601, 2.328], [5.167, 0.142, -8.658], [5.091, 4.638, -6.074], [-2.351, 1.522, -5.369], [-0.597, 6.779, 2.652], [4.273, 4.941, -5.419], [1.797, -10.787, 5.187], [4.528, 3.930, -7.169], [-1.018, 1.815, -1.865], [-2.180, -1.366, -1.612], [0.828, -1.813, -1.196], [0.889, -8.135, 1.320], [0.287, -1.982, -5.294], [-2.423, 2.562, 2.438], [2.115, -2.774, -4.299], [1.914, 2.377, -5.839], [1.156, -10.433, 5.994], [-6.299, 6.195, 6.607], [-6.252, 7.919, 10.809], [-3.127, 1.679, -7.457], [-2.532, -9.355, 8.733], [6.332, 5.602, -10.195], [2.147, 2.506, -4.065], [5.757, 3.992, -5.504], [-4.799, 10.513, 8.729], [5.585, -6.291, 0.240], [4.670, -5.546, 1.557], [-6.377, 8.286, 11.827], [2.747, -2.301, -3.541], [2.106, -2.182, -6.192], [-2.082, -0.438, -2.183], [-3.040, -12.584, 5.719], [-3.115, -0.201, -2.526], [5.478, 3.589, -8.482], [4.762, -6.438, 0.941], [-3.693, -12.798, 4.872], [-1.359, 5.758, 6.199], [-2.469, 3.008, -3.932], [-1.510, 3.050, 0.985], [-0.598, 7.055, 5.270], [-0.560, 2.622, -6.010], [6.789, 4.649, -11.616], [0.145, -5.545, 1.637], [-3.472, 10.910, 8.406], [-1.384, -10.690, 6.578], [6.591, 1.157, -8.930], [0.645, -2.270, -4.287], [-3.851, 8.284, 8.927], [0.374, -0.997, -3.255], [1.202, -8.872, 3.234], [-3.466, 11.997, 8.329], [-6.106, 9.045, 9.950], [-3.654, -12.404, 6.600], [4.980, -7.306, 1.564], [-1.049, 2.555, -1.166], [-2.373, 5.159, 2.541], [6.830, 3.493, -7.821], [-3.151, 10.487, 7.455], [1.318, -6.199, 0.029], [-0.273, 1.758, -6.625], [-5.532, 6.888, 6.949], [-5.191, 8.904, 8.629], [-0.336, 6.677, 0.582], [1.505, 2.078, -4.845], [-1.727, 0.736, -1.281], [-2.083, 2.516, -5.763], [-2.051, 0.753, -0.133], [-2.390, -13.442, 5.880], [0.004, -3.087, -3.917], [7.794, 4.581, -10.154], [-5.995, 7.511, 8.156], [-1.123, -8.494, 9.369], [-0.748, -9.581, 7.672], [2.095, -4.324, -4.175], [1.773, -4.718, -5.152], [-1.240, -10.254, 9.571], [-1.842, 7.455, 1.137], [-0.057, -4.685, 0.102], [0.299, -9.927, 2.131], [-0.043, 1.513, -1.949], [1.456, -9.417, 6.250], [-2.201, 6.430, 4.795], [-1.242, 0.431, -3.957], [-1.223, 6.164, 5.198], [1.335, 0.118, -3.459], [6.000, 3.543, -10.080], [-7.143, 7.357, 10.529], [2.212, -7.165, 0.948], [-2.363, 3.259, -7.833], [1.457, 0.530, -4.796], [3.082, -4.733, -3.908], [-0.892, 5.130, 2.819], [4.776, 2.146, -8.610], [5.359, 0.975, -10.208], [-2.267, -11.441, 5.382], [-1.691, -1.262, -4.155], [-0.286, 8.293, 1.304], [2.051, -9.752, 1.933], [0.105, -5.662, 0.555], [-0.191, -10.423, 5.531], [5.621, 5.527, -6.412], [1.356, -4.673, -3.439], [-0.974, 1.678, 1.958], [-1.202, -0.555, -3.462], [-5.359, 7.631, 6.172], [-0.779, 7.322, 1.341], [1.293, -11.086, 6.856], [2.766, -2.505, -5.569], [-2.901, 2.683, -7.069], [-1.458, -9.420, 8.904]], "atomic_forces_ev_per_a": [[0.0, 0.1, 0.1], [0.0, 0.1, -0.1], [-0.1, -0.1, 0.3], [0.4, 0.0, -0.5], [0.5, -0.3, -0.3], [0.1, -0.2, 0.3], [-1.2, 0.7, 0.1], [-0.3, -0.1, 0.2], [2.1, 1.9, -0.8], [0.2, -0.4, 0.1], [-0.1, -0.2, -0.1], [-0.9, -2.6, -0.9], [0.3, 0.0, -0.1], [0.0, 0.0, 0.1], [0.0, -0.2, -0.4], [-0.4, 0.0, -0.2], [0.0, -0.2, 0.4], [0.3, 0.0, -0.2], [0.0, -0.4, -0.5], [0.7, -1.4, -0.4], [-0.1, 0.1, 0.1], [0.1, 0.6, 0.3], [0.4, 0.2, 0.0], [2.3, -1.8, -1.4], [-0.1, 0.0, -0.2], [-0.2, 0.0, -0.1], [-0.9, 1.2, -2.5], [-0.2, -0.1, 0.6], [0.3, 0.3, 0.1], [0.1, -0.1, 0.8], [2.1, -1.5, -1.9], [0.2, -0.2, 0.1], [0.0, 0.3, 0.0], [-0.9, -1.1, -1.0], [0.3, -0.2, 0.4], [0.4, 0.5, 0.2], [-0.1, 0.1, 0.1], [-0.4, -0.3, 0.0], [0.1, 0.3, -0.1], [0.0, 0.0, 0.1], [0.1, 0.1, -0.1], [-0.1, -0.4, -0.1], [0.1, 0.0, -0.3], [-2.1, -0.6, -1.9], [-0.2, -0.1, -0.1], [-0.2, -0.1, 0.1], [0.0, 0.2, -0.1], [-0.3, -0.1, 0.0], [0.0, -0.1, 0.2], [-0.4, 0.6, -1.2], [-0.5, -0.2, 0.1], [0.3, 0.0, 0.3], [4.0, -5.9, 2.9], [0.5, -0.2, 0.2], [0.0, 0.3, 0.0], [0.1, -0.2, -0.1], [0.3, 0.2, -0.1], [-0.2, -0.1, 0.1], [-0.1, 0.1, 0.0], [-1.2, 0.0, 0.1], [-0.1, -0.1, 0.0], [0.2, -0.1, 0.0], [0.4, 0.2, -0.4], [5.8, -5.5, 0.8], [0.0, 0.1, 0.0], [0.6, 0.4, 1.1], [-0.4, 0.5, -1.3], [-0.2, -0.1, -1.9], [0.1, 0.1, 0.0], [-0.2, 0.0, 0.0], [-0.2, 0.6, -0.5], [0.1, -0.2, 0.0], [0.0, 0.2, 0.1], [0.2, -0.1, -0.1], [1.0, 0.0, -1.0], [-0.6, 1.4, -0.4], [0.2, 0.0, 0.1], [0.6, -0.6, -0.4], [0.2, 0.3, 0.1], [0.1, -0.3, -0.1], [3.2, -2.7, 6.3], [0.0, 0.1, -0.1], [-0.3, 0.0, -1.0], [0.6, -1.0, -1.2], [0.0, -0.3, -0.2], [-1.0, 0.3, 1.6], [0.1, 0.2, 0.2], [0.0, 0.2, -0.4], [-0.1, 0.0, 0.1], [-0.6, 2.6, -1.9], [0.0, 0.0, -0.1], [-2.8, 1.3, -1.5], [0.1, 0.2, 0.2], [0.2, 0.1, 0.3], [-0.1, -0.1, -0.1], [0.0, -0.1, 0.0], [0.2, 0.0, -0.1], [0.0, 0.1, -0.1], [-0.1, 0.1, -0.8], [0.1, 0.0, 0.1], [0.0, -0.1, -0.1], [0.2, -0.3, 0.1], [0.2, 0.4, 0.2], [-0.4, -0.3, -0.1], [-2.3, 2.2, 0.5], [0.1, -0.1, 0.0], [-2.3, 6.6, 3.2], [-0.2, 0.0, 0.2], [0.4, 1.4, 0.3], [-0.3, 0.1, -0.2], [-6.0, -0.1, 4.3], [-0.5, 0.6, 0.0], [0.1, 0.0, 0.0], [-0.8, 2.8, 0.3], [0.1, 0.1, 0.3], [0.1, -0.1, 0.1], [0.0, -0.1, 0.1], [-0.6, -0.1, -0.1], [-0.8, 0.2, -0.3], [0.1, -0.1, 0.2], [0.4, 0.2, 0.0], [0.2, 0.2, 0.0], [-0.2, 0.0, 0.8], [0.0, -0.1, -0.1], [-0.2, 0.2, -0.1], [-0.2, 0.0, 0.0], [0.2, 0.3, 0.0], [0.1, -0.2, 0.6], [0.1, 0.0, 0.3]], "mulliken_charge": [0.282, 0.327, -0.821, -0.025, -0.357, 0.084, -0.675, 0.355, -0.313, 0.527, 0.255, -0.296, -0.723, 0.266, -0.638, -0.653, 0.294, 0.359, -0.338, -0.673, 0.229, -0.687, -0.118, -0.314, 0.223, 0.233, -0.174, -0.178, 0.287, -0.312, -0.388, 0.643, 0.259, 0.774, 0.320, -0.694, 0.288, -0.613, 0.349, 0.299, 0.300, 0.462, 0.292, -0.333, 0.232, 0.272, 0.243, 0.232, 0.315, -1.069, -0.622, 0.466, 0.976, -0.647, 0.240, 0.259, 0.336, -0.002, 0.270, -0.853, 0.237, 0.314, -0.598, 1.046, 0.326, -1.550, -0.654, 0.629, 0.374, 0.235, -0.351, 0.307, 0.311, 0.268, -0.672, -0.675, 0.304, -0.184, 0.219, -0.699, 1.114, 0.302, -1.330, 0.343, 0.859, -0.587, 0.260, 0.222, 0.294, -0.346, 0.247, -0.313, -1.393, 0.345, 0.293, 0.292, 0.016, 0.266, 0.110, 0.297, 0.304, -0.323, -0.638, -0.565, -0.324, 0.240, 1.047, 0.312, 0.099, 0.315, 1.068, -0.261, 0.255, -0.328, 0.305, 0.238, 0.326, -0.465, -0.231, 0.352, 0.249, 0.328, -0.006, 0.307, -0.702, 0.364, -0.629, -1.429, -0.713], "energy_ev": -135439.454, "homo_energy_ev": -5.073, "e_above_lowest_kcal_mol": 220.73, "multiplicity": 1, "charge": -1}

Q: multiplicity of number 1 (C29H58BNO20)?
A: 1

Q: Which value of multiplicity does entry 2 give?
A: 1